DFT (the ωB97M-V functional and the def2-TZVPD basis) results for C13H17B11Br6N2O4RhS as an isolated structure.

Calculated values
**Orbital gap (spin up / spin down)**: 6.30 / 4.14 eV
**2S+1**: 5
**Net charge**: +1
**DFT total energy**: -466465.11657 eV
**Molecular weight**: 998.6 g/mol
**Relative energy (zero: lowest compared OMol25 entry of this formula, charge and spin)**: 0.583 eV
**E_LUMO (spin up / spin down)**: -5.4 / -7.6 eV

Atoms and positions in Å:
1 Rh 1.536 -0.455 -0.592
2 C 1.240 -0.262 2.513
3 N 2.091 -0.593 1.379
4 C 3.330 -0.892 1.597
5 C 4.141 -1.082 0.442
6 C 5.536 -1.297 0.193
7 C 5.681 -1.260 -1.158
8 C 4.373 -1.021 -1.730
9 N 3.472 -0.942 -0.757
10 C 1.289 1.224 2.834
11 C 0.472 1.675 3.865
12 C 0.434 3.022 4.181
13 C 1.207 3.932 3.469
14 C 2.022 3.486 2.443
15 C 2.066 2.133 2.125
16 H 1.551 -0.851 3.380
17 H 0.219 -0.551 2.262
18 H 3.719 -0.956 2.608
19 H 6.297 -1.455 0.940
20 H 6.588 -1.382 -1.727
21 H 4.101 -0.918 -2.771
22 H -0.145 0.972 4.413
23 H -0.206 3.365 4.983
24 H 1.171 4.984 3.715
25 H 2.625 4.187 1.881
26 H 2.708 1.815 1.311
27 Br -0.020 -2.540 -0.353
28 B -1.769 -1.698 -0.882
29 B -2.778 -2.297 -2.191
30 C -3.564 -0.885 -2.725
31 B -1.921 -0.740 -2.361
32 B -3.074 0.575 -2.006
33 B -4.644 -0.171 -1.624
34 B -4.462 -1.940 -1.741
35 B -3.312 -2.478 -0.498
36 Br -3.357 -4.220 0.352
37 B -4.485 -1.150 -0.147
38 Br -5.934 -1.378 1.112
39 B -3.609 0.422 -0.307
40 Br -3.974 1.993 0.766
41 B -1.949 0.029 -0.777
42 Br -0.439 1.163 -0.102
43 B -2.791 -1.015 0.404
44 Br -2.323 -1.097 2.286
45 H -2.516 -3.184 -2.922
46 H -3.830 -0.846 -3.771
47 H -1.102 -0.609 -3.194
48 H -3.006 1.585 -2.611
49 H -5.634 0.343 -2.002
50 H -5.330 -2.591 -2.196
51 O 2.401 1.602 -1.634
52 S 1.716 1.178 -2.855
53 O 2.411 1.319 -4.106
54 O 1.289 -0.257 -2.598
55 O 0.490 2.009 -3.117

Mulliken population analysis, charges in e, atoms 1 to 5:
1. Rh 1.15
2. C -1.10
3. N 0.34
4. C 0.12
5. C 0.07

DFT (the ωB97M-V functional and the def2-TZVPD basis) results for one molecule with the formula C4H9NO.

Calculated values
**Orbital gap**: 10.53 eV
**Net charge**: 0
**DFT total energy**: -7832.05007 eV
**Molecular weight**: 87.1 g/mol
**SMILES**: CCC(=O)NC
**Relative energy (zero: lowest compared OMol25 entry of this formula, charge and spin)**: 0.270 eV
**E_LUMO**: 0.9 eV

Atoms and positions in Å:
1 C -0.534 1.563 1.769
2 C -0.924 0.662 0.607
3 C 0.245 -0.184 0.114
4 O 1.239 -0.389 0.794
5 N 0.076 -0.718 -1.131
6 C 1.056 -1.588 -1.743
7 H 0.194 2.317 1.455
8 H -1.415 2.076 2.167
9 H -0.074 0.974 2.567
10 H -1.718 -0.031 0.920
11 H -1.338 1.251 -0.222
12 H -0.765 -0.494 -1.639
13 H 1.503 -1.131 -2.633
14 H 1.838 -1.756 -1.000
15 H 0.615 -2.551 -2.025

Mulliken population analysis, charges in e, atoms 1 to 5:
1. C -1.16
2. C -0.31
3. C 0.56
4. O -0.64
5. N -0.21

DFT (the ωB97M-V functional and the def2-TZVPD basis) results for C25H20Cl3CrN6O4S2 as an isolated structure at a distorted geometry.

Calculated values
**Orbital gap (spin up / spin down)**: 6.56 / 6.42 eV
**2S+1**: 4
**Net charge**: 0
**DFT total energy**: -131042.81556 eV
**Molecular weight**: 691.0 g/mol
**Relative energy (zero: lowest compared OMol25 entry of this formula, charge and spin)**: 1.430 eV
**E_LUMO (spin up / spin down)**: -0.9 / -1.1 eV

Atoms and positions in Å:
1 Cr 0.962 -0.066 -0.450
2 C 1.881 0.704 -3.426
3 O 0.874 0.135 -2.604
4 C -0.428 0.347 -2.993
5 C -0.814 0.619 -4.295
6 C -2.147 0.868 -4.586
7 C -3.101 0.849 -3.582
8 C -2.730 0.569 -2.284
9 C -1.394 0.317 -1.967
10 N -0.943 0.132 -0.674
11 N -1.827 0.153 0.249
12 C -1.593 -0.052 1.538
13 C -0.310 -0.428 2.083
14 O 0.727 -0.483 1.351
15 C -0.235 -0.743 3.472
16 C -1.303 -0.615 4.300
17 C -2.557 -0.153 3.814
18 C -3.641 0.057 4.681
19 C -4.853 0.489 4.203
20 C -5.012 0.728 2.838
21 C -3.958 0.557 1.974
22 C -2.711 0.110 2.433
23 H 2.068 0.075 -4.302
24 H 2.780 0.762 -2.813
25 H 1.599 1.718 -3.726
26 H -0.082 0.664 -5.086
27 H -2.429 1.103 -5.600
28 H -4.129 1.080 -3.814
29 H -3.457 0.581 -1.489
30 H 0.723 -1.082 3.836
31 H -1.216 -0.857 5.351
32 H -3.507 -0.118 5.738
33 H -5.686 0.636 4.874
34 H -5.965 1.070 2.464
35 H -4.063 0.774 0.924
36 N 3.268 -2.113 -2.200
37 C 3.804 -1.254 -1.324
38 N 3.123 -0.384 -0.627
39 C 3.940 0.470 0.074
40 C 5.270 0.259 -0.095
41 S 5.539 -1.084 -1.149
42 C 3.278 1.458 0.890
43 C 3.790 2.254 1.866
44 S 2.542 3.207 2.579
45 C 1.389 2.461 1.486
46 N 1.933 1.590 0.689
47 N 0.081 2.742 1.488
48 H 2.261 -2.241 -2.109
49 H 3.800 -2.917 -2.492
50 H 6.092 0.819 0.297
51 H 4.793 2.323 2.229
52 H -0.209 3.551 2.014
53 H -0.298 2.661 0.530
54 Cl 0.374 2.641 -1.412
55 Cl -0.914 -4.355 -2.073
56 C 0.406 -4.416 -0.901
57 Cl 1.896 -4.959 -1.689
58 C 0.652 -3.015 -0.255
59 O 0.800 -2.999 0.948
60 O 0.698 -2.052 -1.071
61 H 0.167 -5.146 -0.124

Mulliken population analysis, charges in e, atoms 1 to 5:
1. Cr 0.21
2. C -1.07
3. O 0.48
4. C 0.61
5. C -0.78

DFT (the ωB97M-V functional and the def2-TZVPD basis) results for an isolated ion of composition C3HN2O2 and charge +1 at a distorted geometry.

Calculated values
**Orbital gap**: 11.48 eV
**Net charge**: +1
**DFT total energy**: -10191.10246 eV
**Molecular weight**: 97.1 g/mol
**Relative energy (zero: lowest compared OMol25 entry of this formula, charge and spin)**: 1.642 eV
**E_LUMO**: -5.9 eV

Atoms and positions in Å:
1 C 3.767 0.056 -0.037
2 C 1.372 -0.700 0.022
3 C 0.266 1.533 -0.030
4 N 2.569 -0.098 0.014
5 N 0.149 0.299 -0.002
6 O 0.441 2.629 0.009
7 O 1.094 -1.807 0.028
8 H -0.865 0.040 -0.461

Mulliken population analysis, charges in e, atoms 1 to 5:
1. C 0.09
2. C 0.39
3. C 0.59
4. N -0.03
5. N -0.19

DFT (the ωB97M-V functional and the def2-TZVPD basis) results for a 3-piece molecular cluster, C3H3Br2F overall at a distorted geometry.

Calculated values
**Orbital gap**: 9.07 eV
**Net charge**: 0
**DFT total energy**: -145956.46858 eV
**Molecular weight**: 217.9 g/mol
**Relative energy (zero: lowest compared OMol25 entry of this formula, charge and spin)**: 4.316 eV
**E_LUMO**: -0.5 eV

Atoms and positions in Å:
1 C 0.130 1.388 -0.926
2 C -0.177 1.157 0.217
3 C -3.571 0.728 -0.432
4 F -3.634 1.090 -1.711
5 Br -2.269 -2.902 -0.125
6 Br -4.688 1.675 0.573
7 H 0.429 1.484 -2.040
8 H -1.567 -2.126 -0.983
9 H -0.329 1.054 1.281

Mulliken population analysis, charges in e, atoms 1 to 5:
1. C -0.22
2. C -0.43
3. C 0.09
4. F -0.08
5. Br -0.21

DFT (the ωB97M-V functional and the def2-TZVPD basis) results for C39H56As2MnN3OPS4 as an isolated structure at a distorted geometry.

Calculated values
**Orbital gap (spin up / spin down)**: 4.98 / 4.96 eV
**2S+1**: 2
**Net charge**: -2
**DFT total energy**: -253501.92735 eV
**Molecular weight**: 946.9 g/mol
**Relative energy (zero: lowest compared OMol25 entry of this formula, charge and spin)**: 0.000 eV
**E_LUMO (spin up / spin down)**: 3.9 / 3.9 eV

Atoms and positions in Å:
1 Mn 0.895 -1.446 0.070
2 O 3.782 0.309 2.695
3 C 2.700 0.158 2.083
4 N 2.519 -0.489 0.949
5 C 3.773 -0.920 0.361
6 C 3.588 -1.226 -1.096
7 C 4.680 -1.400 -1.929
8 C 4.466 -1.763 -3.253
9 C 3.174 -1.968 -3.687
10 C 2.134 -1.770 -2.788
11 N 2.333 -1.365 -1.541
12 C 1.502 0.874 2.703
13 C 1.697 1.435 3.969
14 C 0.663 2.128 4.565
15 C -0.548 2.235 3.891
16 C -0.654 1.640 2.646
17 N 0.342 0.986 2.047
18 H 4.165 -1.821 0.855
19 H 4.541 -0.145 0.484
20 H 5.678 -1.272 -1.531
21 H 5.306 -1.926 -3.919
22 H 2.949 -2.344 -4.674
23 H 1.108 -1.983 -3.055
24 H 2.666 1.303 4.427
25 H 0.794 2.575 5.544
26 H -1.400 2.750 4.317
27 H -1.599 1.664 2.119
28 S -0.851 -6.175 -0.287
29 As 0.278 -4.563 -1.104
30 S -0.852 -2.640 -1.062
31 S 1.873 -3.839 0.262
32 S 0.977 -4.996 -3.082
33 C -0.926 -4.142 2.311
34 As -0.023 -2.435 2.298
35 C 1.405 -2.796 3.580
36 C -1.261 -1.454 3.561
37 C -1.728 -2.177 4.772
38 C -1.010 -2.104 5.968
39 C -1.423 -2.790 7.099
40 C -2.573 -3.567 7.065
41 C -3.301 -3.647 5.885
42 C -2.883 -2.962 4.757
43 H -1.827 -4.087 1.697
44 H -1.165 -4.425 3.336
45 H -0.271 -4.881 1.843
46 H 1.989 -1.895 3.769
47 H 2.049 -3.546 3.120
48 H 0.995 -3.180 4.516
49 H -2.106 -1.150 2.937
50 H -0.720 -0.561 3.857
51 H -0.110 -1.500 6.000
52 H -0.841 -2.720 8.010
53 H -2.894 -4.109 7.945
54 H -4.195 -4.256 5.840
55 H -3.446 -3.046 3.835
56 C -1.343 0.647 -5.923
57 C -1.726 -0.515 -5.013
58 C -1.740 -0.073 -3.545
59 C -0.630 0.959 -3.237
60 C 0.531 0.739 -4.208
61 C 0.099 1.099 -5.634
62 P -0.178 0.883 -1.435
63 C -1.773 1.425 -0.612
64 C -2.689 2.454 -1.306
65 C -4.127 2.413 -0.764
66 C -4.128 2.034 0.710
67 C -3.691 0.574 0.851
68 C -2.558 0.201 -0.126
69 C 0.864 2.409 -1.158
70 C 0.501 3.727 -1.885
71 C 1.540 4.130 -2.929
72 C 2.932 4.324 -2.313
73 C 3.170 3.371 -1.131
74 C 2.361 2.091 -1.293
75 H -2.038 1.475 -5.746
76 H -1.449 0.374 -6.976
77 H -1.019 -1.337 -5.144
78 H -2.707 -0.913 -5.283
79 H -1.618 -0.954 -2.906
80 H -2.715 0.363 -3.310
81 H -1.010 1.969 -3.432
82 H 0.838 -0.302 -4.168
83 H 1.409 1.323 -3.933
84 H 0.786 0.630 -6.344
85 H 0.187 2.182 -5.782
86 H -1.368 1.918 0.277
87 H -2.716 2.305 -2.384
88 H -2.285 3.456 -1.141
89 H -4.712 1.670 -1.315
90 H -4.611 3.379 -0.931
91 H -5.112 2.183 1.162
92 H -3.436 2.694 1.245
93 H -4.554 -0.068 0.652
94 H -3.394 0.367 1.882
95 H -2.962 -0.342 -0.982
96 H -1.869 -0.506 0.348
97 H 0.706 2.564 -0.084
98 H 0.420 4.534 -1.148
99 H -0.476 3.663 -2.363
100 H 1.222 5.048 -3.432
101 H 1.582 3.362 -3.703
102 H 3.055 5.362 -1.989
103 H 3.691 4.149 -3.082
104 H 2.868 3.851 -0.195
105 H 4.235 3.148 -1.032
106 H 2.624 1.355 -0.534
107 H 2.594 1.628 -2.256

Mulliken population analysis, charges in e, atoms 1 to 5:
1. Mn 1.15
2. O -0.87
3. C -0.96
4. N 0.68
5. C -1.90